Record 1
Here is a structure of composition C15H31AlN5O7 in a non-equilibrium geometry from the Open Molecules 2025 dataset. Energies are from ωB97M-V with the def2-TZVPD basis set.

```
59
Properties=species:S:1:pos:R:3:forces:R:3
H -0.502194 -1.003984 -4.263904 0.74 -0.23 0.03
H -2.309760 4.042846 2.328181 0.17 0.27 -0.16
O -0.145126 -2.624200 -2.872968 -0.77 -3.36 1.94
H 3.740570 0.976764 3.317703 -0.35 -0.28 -0.39
C 2.558068 0.254964 1.615045 -1.75 -2.46 1.86
O 0.352182 -1.475526 -0.664470 1.26 0.11 0.40
H -3.971603 1.098770 -1.032879 0.03 -0.58 -0.35
N -1.192301 2.596247 1.357580 -0.80 -0.63 0.23
C -0.003209 4.327960 3.761382 0.29 0.21 0.06
O 0.970052 2.063220 -1.042175 -0.41 -1.23 1.88
H 0.653526 4.401941 1.693878 0.02 -0.01 0.01
C -2.590279 -0.440344 -0.627158 0.24 0.95 1.13
N -1.421068 -1.615427 1.031680 1.11 -0.05 0.09
C -1.111281 1.667771 2.314638 0.34 0.74 -0.25
C -2.557200 -1.528688 0.325434 -0.38 0.14 -0.80
H 3.023397 2.981347 -0.543328 -0.05 -0.41 0.35
H -1.382970 2.299447 0.387522 0.32 0.13 0.54
O -1.519335 1.508321 -1.243269 -0.48 -1.35 0.64
O 1.404387 -1.395875 2.794067 0.16 0.24 -0.59
H -0.882649 4.646398 4.329465 0.11 0.11 0.07
H -3.580302 0.081515 -2.472602 -0.08 0.05 0.58
H -4.629863 -0.589259 -1.163220 0.18 0.40 -0.30
H 0.815655 -2.269438 -0.369255 0.05 0.26 0.07
H -3.506032 -2.941037 1.523217 -0.01 -0.24 0.18
H 0.540266 -1.876893 2.687076 0.41 0.20 -0.15
C 3.418142 2.296451 0.221132 0.45 0.24 -0.29
C -1.039154 2.052169 3.763268 -0.04 -0.59 0.67
H 4.377173 1.912553 -0.178802 -0.60 -0.24 0.26
H -0.021809 1.855469 -1.193967 0.38 0.63 -0.59
N 1.161488 1.255697 0.089564 3.35 1.33 -0.94
C -0.227182 4.655214 2.291454 -0.13 0.52 -0.31
H 0.455824 0.280156 -3.427469 -0.06 1.39 0.31
H -0.963029 1.094049 4.304193 -0.31 0.38 -0.23
H 1.188461 -1.337121 -3.331267 0.23 0.15 -0.86
O -0.957645 0.439728 2.040023 0.55 1.33 0.29
H -4.598702 -1.910910 0.609083 -0.39 0.06 -0.04
C -3.772548 0.064194 -1.382542 -0.37 -0.57 0.00
H 3.816463 -0.773652 2.988937 -0.03 0.27 -0.04
H 0.114186 -3.558082 -2.720678 -0.37 0.53 -0.08
H 4.685764 0.392654 1.961909 -0.48 -0.09 0.00
H -1.954514 2.582364 4.110707 0.61 -0.24 -0.27
C 0.244425 2.868185 4.066052 -0.36 -0.47 0.00
H -1.754401 4.528115 0.720189 0.38 -0.49 0.43
O -1.162455 -2.518233 1.869810 -0.78 0.26 -0.38
H 1.072429 2.458566 3.462841 -0.14 0.15 0.09
C -1.444083 4.008402 1.648384 -0.37 0.05 0.35
H 0.028374 -2.151917 -1.998273 -0.43 -0.59 -1.10
C 3.749276 0.212394 2.516487 0.39 -0.29 0.23
N -1.533608 0.386977 -0.553507 0.14 0.04 -1.06
H -3.747263 -3.222021 -0.201733 0.01 -0.09 -0.15
N 1.496697 -0.559102 1.703724 2.44 1.14 1.21
H 3.694889 2.903888 1.097683 -0.18 -0.27 -0.08
C 0.368649 -0.742163 -3.668579 0.28 1.95 -1.11
Al -0.023352 -0.233515 0.547582 -1.30 -1.24 -0.64
C 2.403048 1.259977 0.604826 -3.01 1.34 -2.40
H 0.535553 2.708077 5.122536 -0.30 0.19 -0.51
H 0.851496 4.900510 4.114498 -0.01 0.23 0.06
H -0.366851 5.734483 2.192992 0.12 0.01 0.08
C -3.670688 -2.460521 0.569634 -0.04 -0.01 0.05
```
Positions in Å, forces in eV/Å.

For the energy above the lowest of the compared OMol25 structures with the same formula, charge and spin, the calculation gives 0.770 eV. The total charge is +1. For the energy, the calculation gives -1632.68850 Eh. For the largest force on an atom, the calculation gives 4.1 eV/A. As for the multiplicity: 1. The value obtained for the frontier orbital gap (spin up / spin down) is 7.22 / 3.96 eV. The calculation puts the highest occupied orbital energy (spin up / spin down) at -0.4317 / -0.3394 hartree.

Computed Löwdin charges, given in elementary charges: number 1, H, carries 0.02; number 2, H, carries 0.13; number 3, O, carries -0.20; number 4, H, carries 0.11; number 5, C, carries -0.17; number 6, O, carries -0.10; number 7, H, carries 0.11; number 8, N, carries 0.13; number 9, C, carries -0.20; number 10, O, carries 0.02; number 11, H, carries 0.12; number 12, C, carries -0.16; number 13, N, carries -0.08; number 14, C, carries -0.34; number 15, C, carries -0.16; number 16, H, carries 0.09; number 17, H, carries 0.11; number 18, O, carries -0.08; number 19, O, carries 0.06; number 20, H, carries 0.12; number 21, H, carries 0.11; number 22, H, carries 0.09; number 23, H, carries 0.08; number 24, H, carries 0.09; number 25, H, carries 0.10; number 26, C, carries 0.02; number 27, C, carries -0.07; number 28, H, carries 0.11; number 29, H, carries 0.04; number 30, N, carries 0.06; number 31, C, carries -0.17; number 32, H, carries -0.03; number 33, H, carries 0.13; number 34, H, carries 0.01; number 35, O, carries 0.06; number 36, H, carries 0.09; number 37, C, carries 0.02; number 38, H, carries 0.10; number 39, H, carries 0.07; number 40, H, carries 0.10; number 41, H, carries 0.14; number 42, C, carries -0.17; number 43, H, carries 0.14; number 44, O, carries 0.04; number 45, H, carries 0.11; number 46, C, carries -0.14; number 47, H, carries -0.02; number 48, C, carries 0.02; number 49, N, carries -0.03; number 50, H, carries 0.11; number 51, N, carries 0.05; number 52, H, carries 0.10; number 53, C, carries 0.05; number 54, Al, carries -0.17; number 55, C, carries -0.17; number 56, H, carries 0.13; number 57, H, carries 0.12; number 58, H, carries 0.12; number 59, C, carries 0.02

Record 2
Here is a structure of composition C15H31BCoF4P2 in a non-equilibrium geometry from the Open Molecules 2025 dataset. Energies are from ωB97M-V with the def2-TZVPD basis set.

```
54
Properties=species:S:1:pos:R:3:forces:R:3
H -6.625879 -2.259924 -2.147746 -0.10 0.03 0.35
H -4.633712 3.280083 -2.031417 0.23 -0.16 -0.22
P -5.971264 -0.384702 -0.744245 0.62 -1.12 0.16
H -7.503088 0.430585 -2.233040 -0.05 0.71 -0.60
C -5.630265 0.715104 -3.323877 -0.68 0.01 -0.04
C -3.119783 -1.965464 0.273505 -0.24 -0.33 0.00
C -6.603819 0.072369 0.874692 -0.88 0.34 0.12
H -3.254394 -1.509978 2.307872 0.57 -0.27 -0.06
H -4.407922 -1.346783 -1.407458 1.51 -0.67 0.46
C -2.703340 0.577021 -2.317512 1.85 0.07 0.45
H -2.895777 -3.017075 0.508143 -0.80 0.33 0.12
H -5.601202 -0.309899 -3.729588 0.12 0.26 0.21
C -2.744412 1.385342 -1.088078 2.85 1.64 -0.77
C -6.720318 -2.001945 -1.081654 -1.12 0.34 -0.12
H -3.360395 -2.773057 -1.620847 0.01 0.36 0.03
H -4.079029 1.942821 0.438222 0.18 -0.20 -0.04
H -6.693909 1.168520 0.950513 -0.11 -0.43 0.11
C -6.479580 0.773932 -2.029667 -1.02 0.09 0.08
C -2.411554 -0.949851 -2.091544 -0.16 -0.13 -1.15
C -3.551108 1.046496 0.051185 -0.71 -0.16 1.33
H -4.061212 1.950163 -5.660652 0.35 -0.34 0.03
H -1.367171 -1.078334 -1.740228 -0.60 0.53 -0.07
C -3.367891 -1.750138 -1.202334 0.41 -0.76 -0.95
F 0.790221 -1.443332 0.767973 0.17 0.33 -0.11
H -1.742288 0.450755 1.096371 -0.26 0.04 0.18
H -7.777031 -1.900690 -0.788547 0.07 -0.72 -0.27
F 0.634719 -0.357224 -1.311343 0.17 0.03 0.47
H -1.772297 0.900798 -2.900337 -0.60 -0.18 -0.25
H -2.418945 -1.416558 -3.098917 -0.08 0.05 0.34
H -2.384755 2.421963 -1.173157 -0.38 -0.22 -0.17
F 0.441357 0.859253 0.683887 0.61 -0.71 -0.55
F 2.518142 -0.038317 0.063444 -0.82 -0.16 0.20
H -3.579048 0.240484 -5.431305 0.05 0.19 0.15
H -6.173031 1.315465 -4.076502 0.26 -0.17 0.09
B 1.160777 -0.267806 0.180066 -0.09 0.45 -0.34
C -2.827035 0.351688 1.228716 -1.24 0.52 0.04
H -6.207554 -2.770451 -0.482735 -0.19 0.34 -0.16
H -3.132310 3.602203 -2.926354 -0.31 -0.12 -0.02
H 1.252440 3.426513 -2.873969 0.35 0.10 0.28
C 1.430427 2.856088 -1.950577 -0.95 -0.53 -0.33
P -3.931226 1.386493 -3.349138 -0.79 -1.44 0.03
C -3.440574 1.262574 -5.058538 -0.33 0.42 -1.08
H -7.582961 -0.422711 0.969976 0.16 0.44 0.50
H -4.382818 0.352394 -0.305958 1.63 1.09 0.76
H -3.129998 0.869360 2.153773 0.28 -0.33 -0.06
H 1.424256 3.527204 -1.075588 -0.06 -0.32 -0.36
H -6.521103 1.788892 -1.596880 -0.02 -0.37 -0.27
H -4.701269 3.600951 -3.787649 0.11 -0.20 0.06
H -2.385531 1.541828 -5.172471 -0.23 -0.04 0.05
H -5.901571 -0.276238 1.650713 -0.32 0.08 -0.39
C -3.152266 -1.109007 1.301593 0.64 -0.14 0.02
C -4.119606 3.122796 -2.986941 0.22 0.69 0.09
H 2.396922 2.325983 -2.008608 -0.45 0.19 0.01
Co -0.095083 1.416182 -1.829945 0.15 0.54 1.66
```
Positions in Å, forces in eV/Å.

For the energy above the lowest of the compared OMol25 structures with the same formula, charge and spin, the calculation gives 1.868 eV. For the energy, the calculation gives -3079.86612 Eh. For the largest force on an atom, the calculation gives 3.4 eV/A. As for the multiplicity: 4. The value obtained for the frontier orbital gap (spin up / spin down) is 5.80 / 5.52 eV. The calculation puts the highest occupied orbital energy (spin up / spin down) at -0.2206 / -0.2184 hartree.

Computed Löwdin charges, given in elementary charges: number 1, H, carries 0.05; number 2, H, carries 0.07; number 3, P, carries 0.79; number 4, H, carries 0.08; number 5, C, carries -0.30; number 6, C, carries -0.10; number 7, C, carries -0.23; number 8, H, carries 0.10; number 9, H, carries 0.00; number 10, C, carries -0.47; number 11, H, carries 0.10; number 12, H, carries 0.10; number 13, C, carries -0.30; number 14, C, carries -0.25; number 15, H, carries 0.11; number 16, H, carries 0.11; number 17, H, carries 0.05; number 18, C, carries -0.37; number 19, C, carries -0.15; number 20, C, carries -0.31; number 21, H, carries 0.06; number 22, H, carries 0.11; number 23, C, carries -0.25; number 24, F, carries 0.17; number 25, H, carries 0.10; number 26, H, carries 0.04; number 27, F, carries -0.11; number 28, H, carries 0.07; number 29, H, carries 0.11; number 30, H, carries 0.06; number 31, F, carries 0.07; number 32, F, carries 0.15; number 33, H, carries 0.07; number 34, H, carries 0.10; number 35, B, carries -1.11; number 36, C, carries -0.16; number 37, H, carries 0.06; number 38, H, carries 0.07; number 39, H, carries -0.06; number 40, C, carries -0.20; number 41, P, carries 0.90; number 42, C, carries -0.19; number 43, H, carries 0.04; number 44, H, carries -0.04; number 45, H, carries 0.11; number 46, H, carries -0.02; number 47, H, carries 0.09; number 48, H, carries 0.07; number 49, H, carries 0.06; number 50, H, carries 0.05; number 51, C, carries -0.11; number 52, C, carries -0.18; number 53, H, carries -0.02; number 54, Co, carries 0.81